(1)
C58H108F12O32 | ωB97M-V/def2-TZVPD

Cartesian coordinates (Å):
1 C 7.195 -0.439 4.934
2 C 6.438 -1.533 4.232
3 O 6.163 -1.149 2.880
4 C 7.090 -1.415 1.983
5 O 8.179 -1.850 2.219
6 C 6.676 -1.041 0.550
7 F 7.628 -0.306 -0.014
8 F 6.561 -2.180 -0.153
9 F 5.518 -0.379 0.491
10 H 7.413 -0.660 5.981
11 H 6.550 0.444 5.013
12 H 8.094 -0.118 4.414
13 H 5.465 -1.667 4.705
14 H 6.922 -2.509 4.239
15 C 3.896 2.084 6.327
16 C 2.878 1.458 7.267
17 O 1.974 2.409 7.817
18 C 0.785 2.525 7.279
19 O 0.386 1.989 6.288
20 C -0.065 3.528 8.087
21 F -0.116 4.671 7.369
22 F -1.288 3.100 8.312
23 F 0.490 3.844 9.261
24 H 4.684 1.347 6.177
25 H 4.345 2.960 6.795
26 H 3.420 2.388 5.396
27 H 3.404 1.010 8.109
28 H 2.392 0.600 6.796
29 C -3.851 -2.155 -4.027
30 C -4.338 -1.777 -5.411
31 O -5.405 -2.677 -5.773
32 C -6.051 -2.391 -6.878
33 O -5.825 -1.491 -7.633
34 C -7.227 -3.347 -7.151
35 F -7.146 -4.504 -6.492
36 F -8.363 -2.752 -6.743
37 F -7.307 -3.589 -8.450
38 H -4.711 -2.244 -3.360
39 H -3.236 -1.345 -3.639
40 H -3.301 -3.094 -3.998
41 H -3.532 -1.885 -6.138
42 H -4.692 -0.750 -5.402
43 C 0.077 -2.321 7.060
44 C -0.681 -1.816 8.286
45 O 0.211 -1.164 9.210
46 C 1.122 -1.931 9.781
47 O 1.216 -3.118 9.691
48 C 2.064 -1.102 10.679
49 F 3.154 -1.792 10.959
50 F 2.413 0.059 10.103
51 F 1.437 -0.805 11.828
52 H 0.578 -3.264 7.264
53 H 0.817 -1.529 6.898
54 H -0.523 -2.483 6.166
55 H -1.122 -2.654 8.831
56 H -1.457 -1.104 8.029
57 C -4.666 5.657 -3.703
58 C -3.888 4.559 -3.034
59 C -4.702 3.552 -2.200
60 O -4.118 2.303 -2.522
61 C -3.380 2.417 -3.647
62 O -2.808 1.517 -4.171
63 O -3.314 3.700 -4.045
64 H -5.141 6.298 -2.956
65 H -5.426 5.321 -4.407
66 H -3.978 6.284 -4.272
67 H -3.074 4.988 -2.446
68 H -5.757 3.591 -2.481
69 H -4.636 3.796 -1.141
70 C 1.370 -4.109 2.821
71 C 2.068 -3.398 1.682
72 C 3.593 -3.236 1.818
73 O 4.112 -3.766 0.615
74 C 3.111 -4.259 -0.161
75 O 3.243 -4.649 -1.272
76 O 1.972 -4.284 0.550
77 H 0.318 -4.283 2.619
78 H 1.484 -3.573 3.766
79 H 1.894 -5.059 2.963
80 H 1.591 -2.448 1.435
81 H 3.932 -3.729 2.734
82 H 3.850 -2.180 1.898
83 C 1.111 -3.845 -5.199
84 C 0.895 -4.684 -3.976
85 C -0.540 -4.706 -3.431
86 O -0.826 -6.078 -3.224
87 C 0.166 -6.848 -3.740
88 O 0.178 -8.035 -3.702
89 O 1.120 -6.083 -4.308
90 H 0.531 -4.232 -6.044
91 H 2.139 -3.909 -5.557
92 H 0.810 -2.815 -5.012
93 H 1.636 -4.498 -3.196
94 H -1.219 -4.219 -4.135
95 H -0.603 -4.185 -2.476
96 C -0.351 -0.880 -2.373
97 O 0.897 -1.183 -2.967
98 C 1.741 -1.804 -2.008
99 C 2.478 -0.842 -1.115
100 O 1.625 -0.313 -0.091
101 C 2.231 0.749 0.615
102 C 1.749 0.802 2.038
103 O 2.047 -0.391 2.734
104 C 1.232 -0.557 3.874
105 H -0.317 -0.413 -1.390
106 H -0.864 -1.847 -2.247
107 H -0.981 -0.257 -3.009
108 H 2.494 -2.358 -2.577
109 H 1.186 -2.588 -1.473
110 H 2.900 -0.024 -1.706
111 H 3.291 -1.369 -0.597
112 H 1.971 1.723 0.167
113 H 3.324 0.708 0.549
114 H 0.668 1.003 2.058
115 H 2.242 1.642 2.549
116 H 0.228 -0.839 3.524
117 H 1.125 0.353 4.473
118 H 1.597 -1.389 4.472
119 C 4.221 9.398 -3.863
120 O 4.572 8.036 -3.811
121 C 3.467 7.195 -3.618
122 C 3.964 5.832 -3.200
123 O 2.808 5.044 -2.988
124 C 3.106 3.724 -2.628
125 C 1.793 3.035 -2.365
126 O 0.976 3.758 -1.482
127 C -0.279 3.148 -1.389
128 H 5.100 10.011 -3.696
129 H 3.478 9.617 -3.081
130 H 3.735 9.654 -4.812
131 H 2.880 7.109 -4.540
132 H 2.819 7.558 -2.810
133 H 4.536 5.942 -2.272
134 H 4.561 5.383 -4.004
135 H 3.784 3.707 -1.765
136 H 3.579 3.178 -3.457
137 H 1.905 1.982 -2.070
138 H 1.274 2.983 -3.339
139 H -0.823 3.152 -2.340
140 H -0.868 3.695 -0.644
141 H -0.228 2.133 -0.966
142 C -2.607 -3.300 4.091
143 O -2.304 -1.964 4.388
144 C -3.237 -1.421 5.286
145 C -2.956 0.040 5.538
146 O -3.173 0.786 4.348
147 C -2.553 2.064 4.364
148 C -3.357 3.139 5.064
149 O -3.560 2.797 6.412
150 C -4.292 3.794 7.084
151 H -3.537 -3.363 3.512
152 H -2.703 -3.936 4.979
153 H -1.822 -3.711 3.459
154 H -3.208 -1.935 6.259
155 H -4.260 -1.507 4.887
156 H -1.916 0.132 5.882
157 H -3.631 0.409 6.313
158 H -2.522 2.344 3.306
159 H -1.518 2.007 4.712
160 H -4.325 3.184 4.549
161 H -2.777 4.063 4.942
162 H -4.296 3.571 8.150
163 H -5.324 3.871 6.726
164 H -3.797 4.769 6.987
165 C -3.024 1.202 0.743
166 O -2.403 -0.007 0.411
167 C -2.083 -0.830 1.526
168 C -1.559 -2.138 0.979
169 O -2.525 -3.093 0.577
170 C -3.470 -2.647 -0.386
171 C -4.207 -3.851 -0.896
172 O -3.359 -4.688 -1.636
173 C -4.054 -5.715 -2.301
174 H -3.821 1.049 1.482
175 H -3.449 1.612 -0.173
176 H -2.305 1.932 1.145
177 H -2.970 -1.016 2.136
178 H -1.297 -0.318 2.088
179 H -0.871 -2.654 1.648
180 H -0.950 -1.892 0.098
181 H -2.918 -2.169 -1.200
182 H -4.203 -1.978 0.073
183 H -5.045 -3.501 -1.515
184 H -4.614 -4.404 -0.035
185 H -4.590 -5.331 -3.179
186 H -4.722 -6.241 -1.613
187 H -3.321 -6.426 -2.685
188 C -0.188 -0.859 -10.671
189 O 0.207 -1.100 -9.347
190 C -0.865 -0.997 -8.452
191 C -0.360 -0.665 -7.080
192 O 0.380 0.533 -7.147
193 C 0.691 1.025 -5.871
194 C 1.674 2.155 -6.008
195 O 1.040 3.412 -6.016
196 C 2.002 4.416 -6.244
197 H 0.682 -0.924 -11.325
198 H -0.611 0.136 -10.854
199 H -0.915 -1.622 -10.985
200 H -1.413 -1.952 -8.466
201 H -1.597 -0.237 -8.752
202 H 0.264 -1.452 -6.636
203 H -1.199 -0.522 -6.381
204 H 1.055 0.227 -5.211
205 H -0.222 1.411 -5.389
206 H 2.237 2.060 -6.944
207 H 2.375 2.079 -5.161
208 H 2.622 4.163 -7.115
209 H 2.702 4.428 -5.394
210 H 1.553 5.400 -6.320

Values from the calculation:
**E**: -160022.153 eV
**SMILES**: CCOC(=O)C(F)(F)F.CCOC(=O)C(F)(F)F.CCOC(=O)C(F)(F)F.CCOC(=O)C(F)(F)F.C[C@H]1COC(=O)O1.C[C@H]1COC(=O)O1.C[C@H]1COC(=O)O1.COCCOCCOC.COCCOCCOC.COCCOCCOC.COCCOCCOC.COCCOCCOC
**Molar mass**: 1545.4 g/mol
**Gap between HOMO and LUMO**: 9.198 eV
**E_LUMO**: -0.057 eV
**Multiplicity**: 1
**Highest occupied orbital energy**: -9.2554 eV



(2)
C58H118O15 | ωB97M-V/def2-TZVPD

Cartesian coordinates (Å):
1 C 2.715 1.827 -5.658
2 C 1.737 2.910 -5.365
3 C 0.459 2.395 -6.137
4 O 1.087 1.908 -7.342
5 C 2.311 1.229 -7.092
6 H 2.537 1.035 -4.930
7 H 3.755 2.153 -5.670
8 H 1.961 3.800 -5.953
9 H 1.429 3.171 -4.352
10 H -0.341 3.124 -6.272
11 H 0.026 1.487 -5.718
12 H 3.061 1.497 -7.836
13 H 2.084 0.163 -7.132
14 C 4.984 4.292 2.613
15 C 4.773 2.976 1.907
16 C 5.169 1.967 3.005
17 O 6.289 2.583 3.677
18 C 6.192 4.040 3.485
19 H 4.213 4.576 3.329
20 H 5.094 5.114 1.906
21 H 5.411 2.876 1.030
22 H 3.724 2.870 1.631
23 H 5.508 0.976 2.702
24 H 4.319 1.835 3.675
25 H 7.065 4.402 2.942
26 H 6.162 4.655 4.385
27 C 3.414 2.244 -1.335
28 C 2.341 1.220 -1.242
29 C 2.982 -0.055 -0.625
30 O 4.336 0.268 -0.455
31 C 4.668 1.389 -1.318
32 H 3.373 2.867 -0.441
33 H 3.282 2.896 -2.198
34 H 1.992 0.868 -2.212
35 H 1.604 1.697 -0.596
36 H 2.892 -0.805 -1.410
37 H 2.511 -0.394 0.298
38 H 4.977 0.972 -2.277
39 H 5.584 1.874 -0.982
40 C -1.103 -4.957 -4.960
41 C -0.723 -5.711 -3.732
42 C 0.316 -4.782 -3.041
43 O -0.019 -3.475 -3.468
44 C -1.019 -3.505 -4.500
45 H -2.071 -5.223 -5.383
46 H -0.378 -5.119 -5.758
47 H -0.491 -6.758 -3.926
48 H -1.616 -5.958 -3.157
49 H 1.290 -5.077 -3.432
50 H 0.319 -4.878 -1.955
51 H -0.775 -3.000 -5.435
52 H -2.040 -3.279 -4.191
53 C 2.219 -0.130 4.809
54 C 3.052 -1.098 3.934
55 C 3.688 -2.122 4.918
56 O 3.795 -1.345 6.092
57 C 2.733 -0.407 6.263
58 H 1.147 -0.273 4.672
59 H 2.344 0.937 4.624
60 H 3.862 -0.625 3.380
61 H 2.412 -1.617 3.220
62 H 4.688 -2.508 4.722
63 H 3.080 -2.971 5.228
64 H 3.047 0.545 6.691
65 H 1.981 -0.937 6.847
66 C -1.968 5.990 -1.337
67 C -0.622 5.399 -1.424
68 C -0.018 5.983 -2.736
69 O -1.099 6.681 -3.302
70 C -2.311 6.395 -2.715
71 H -1.936 6.941 -0.805
72 H -2.802 5.441 -0.898
73 H -0.596 4.310 -1.410
74 H -0.045 5.664 -0.538
75 H 0.264 5.194 -3.433
76 H 0.799 6.689 -2.587
77 H -2.755 5.598 -3.311
78 H -3.024 7.219 -2.703
79 C -3.249 2.673 -2.730
80 C -2.625 2.127 -3.970
81 C -3.363 0.775 -4.141
82 O -4.344 0.695 -3.133
83 C -3.985 1.539 -2.097
84 H -3.961 3.423 -3.075
85 H -2.483 3.133 -2.107
86 H -1.555 1.982 -3.825
87 H -2.775 2.809 -4.806
88 H -2.671 -0.065 -4.084
89 H -3.688 0.677 -5.177
90 H -3.374 0.890 -1.469
91 H -4.895 1.917 -1.632
92 C -3.907 -4.610 0.862
93 C -3.173 -5.847 0.324
94 C -3.637 -6.887 1.359
95 O -3.967 -6.190 2.542
96 C -4.363 -4.831 2.311
97 H -4.825 -4.361 0.330
98 H -3.263 -3.738 0.745
99 H -2.112 -5.678 0.504
100 H -3.361 -6.160 -0.704
101 H -3.066 -7.806 1.491
102 H -4.590 -7.245 0.971
103 H -3.788 -4.210 2.997
104 H -5.427 -4.731 2.525
105 C -6.120 3.863 0.463
106 C -5.179 3.959 1.713
107 C -6.013 4.522 2.854
108 O -7.364 4.165 2.484
109 C -7.462 4.301 1.042
110 H -6.109 2.790 0.273
111 H -5.688 4.347 -0.413
112 H -4.340 4.576 1.393
113 H -4.782 2.959 1.885
114 H -5.925 5.606 2.933
115 H -5.824 4.201 3.878
116 H -7.574 5.340 0.732
117 H -8.308 3.698 0.710
118 C 3.955 -3.274 -0.186
119 C 4.639 -3.488 1.154
120 C 4.230 -4.860 1.457
121 O 4.000 -5.500 0.200
122 C 4.213 -4.566 -0.894
123 H 4.472 -2.440 -0.661
124 H 2.894 -3.030 -0.121
125 H 4.259 -2.781 1.892
126 H 5.728 -3.530 1.152
127 H 3.295 -4.919 2.014
128 H 4.975 -5.399 2.042
129 H 3.400 -4.664 -1.614
130 H 5.246 -4.583 -1.239
131 C -0.937 3.473 2.876
132 C -0.413 4.860 2.600
133 C 1.111 4.641 2.923
134 O 1.211 3.258 3.300
135 C 0.211 2.547 2.720
136 H -1.812 3.193 2.289
137 H -1.328 3.494 3.894
138 H -0.727 5.579 3.357
139 H -0.660 5.272 1.622
140 H 1.515 5.310 3.683
141 H 1.617 4.990 2.023
142 H 0.167 1.598 3.254
143 H 0.470 2.288 1.694
144 C -5.763 -0.735 5.840
145 C -6.321 0.542 5.350
146 C -6.618 0.140 3.928
147 O -5.535 -0.734 3.644
148 C -4.840 -1.249 4.765
149 H -6.543 -1.477 6.011
150 H -5.343 -0.647 6.842
151 H -5.577 1.332 5.449
152 H -7.174 0.764 5.990
153 H -6.597 0.890 3.138
154 H -7.607 -0.312 4.008
155 H -3.912 -0.721 4.980
156 H -4.814 -2.339 4.742
157 C 4.314 -1.648 -4.707
158 C 4.898 -2.126 -5.986
159 C 4.483 -3.598 -6.058
160 O 3.235 -3.659 -5.440
161 C 3.039 -2.510 -4.699
162 H 4.142 -0.577 -4.814
163 H 5.052 -1.982 -3.977
164 H 5.979 -1.999 -6.049
165 H 4.500 -1.558 -6.827
166 H 5.180 -4.237 -5.517
167 H 4.232 -4.056 -7.015
168 H 2.757 -2.772 -3.679
169 H 2.150 -1.988 -5.052
170 C 0.369 -4.413 3.528
171 C -0.482 -3.541 2.564
172 C -0.810 -2.338 3.399
173 O -0.870 -2.890 4.697
174 C 0.159 -3.870 4.892
175 H 1.407 -4.394 3.195
176 H -0.081 -5.390 3.353
177 H -1.406 -4.084 2.363
178 H 0.011 -3.420 1.599
179 H -1.695 -1.799 3.061
180 H 0.029 -1.647 3.483
181 H -0.290 -4.563 5.604
182 H 0.991 -3.366 5.383
183 C -0.984 -0.167 0.307
184 C -0.726 -0.910 -0.992
185 O 0.433 -1.748 -1.049
186 H -1.993 0.231 0.199
187 H -0.216 0.535 0.631
188 H -0.960 -0.995 1.015
189 H -0.703 -0.177 -1.799
190 H -1.520 -1.566 -1.351
191 H 0.123 -2.444 -1.632

Values from the calculation:
**E**: -92760.452 eV
**Molar mass**: 1055.6 g/mol
**Gap between HOMO and LUMO**: 9.631 eV
**E_LUMO**: 0.375 eV
**Multiplicity**: 1
**Highest occupied orbital energy**: -9.2566 eV